Entry 1:
{"formula": "C22H72N2O20", "method": "the ωB97M-V functional and the def2-TZVPD basis", "elements": ["C", "O", "C", "C", "N", "C", "C", "O", "C", "H", "H", "H", "H", "H", "H", "H", "H", "H", "H", "H", "H", "H", "H", "H", "C", "O", "C", "C", "N", "C", "C", "O", "C", "H", "H", "H", "H", "H", "H", "H", "H", "H", "H", "H", "H", "H", "H", "H", "O", "H", "H", "O", "H", "H", "O", "H", "H", "O", "H", "H", "O", "H", "H", "O", "H", "H", "C", "C", "O", "O", "H", "H", "H", "H", "H", "H", "C", "C", "O", "O", "H", "H", "H", "H", "H", "H", "C", "C", "O", "O", "H", "H", "H", "H", "H", "H", "C", "C", "O", "O", "H", "H", "H", "H", "H", "H", "C", "C", "O", "O", "H", "H", "H", "H", "H", "H"], "xyz": [[5.0877, 0.3908, -1.8482], [5.5357, 1.5911, -2.4666], [5.8987, 2.5659, -1.4347], [5.1254, 3.8585, -1.1834], [3.8873, 3.3695, -0.5824], [2.6659, 4.1675, -0.8673], [2.0030, 3.4594, -2.0362], [1.7755, 2.1242, -1.6071], [1.1463, 1.4195, -2.6408], [4.3214, 0.5074, -1.0818], [5.8605, -0.2866, -1.4851], [4.6221, -0.1757, -2.6547], [6.8407, 2.9653, -1.8103], [6.2250, 2.2287, -0.4509], [5.0104, 4.4619, -2.0838], [5.6706, 4.4303, -0.4325], [3.6483, 2.5630, -1.1416], [2.8154, 5.2454, -0.9310], [1.9832, 4.0795, -0.0221], [2.7283, 3.5507, -2.8447], [1.0932, 3.9500, -2.3822], [1.8603, 1.0139, -3.3577], [0.4033, 2.0985, -3.0591], [0.6644, 0.6457, -2.0432], [-6.1490, 5.9010, -3.5060], [-5.5275, 7.0726, -2.9487], [-5.1688, 7.0711, -1.5335], [-4.2002, 5.9396, -1.0346], [-2.9988, 5.9800, -1.8110], [-1.7405, 5.6549, -1.1095], [-1.7766, 4.2545, -0.4543], [-0.7813, 4.2861, 0.6109], [-0.4376, 3.0142, 1.1686], [-7.2054, 5.9143, -3.2377], [-5.5682, 5.1160, -3.0218], [-5.9238, 5.7869, -4.5664], [-6.0712, 7.1387, -0.9259], [-4.6804, 8.0047, -1.2544], [-4.7350, 4.9906, -1.0738], [-4.0359, 6.0725, 0.0347], [-3.0061, 6.8932, -2.2425], [-1.6833, 6.2367, -0.1896], [-0.8967, 5.9131, -1.7495], [-1.3939, 3.6896, -1.3044], [-2.7258, 3.8127, -0.1513], [0.1393, 2.9631, 2.0920], [0.3697, 2.6911, 0.5114], [-1.2497, 2.2932, 1.0746], [-3.5805, -1.1111, 0.4424], [-4.2433, -1.3571, -0.2029], [-3.2010, -1.9430, 0.7257], [-3.3358, -2.3603, 4.6187], [-3.3967, -3.0361, 3.9435], [-2.7465, -2.7303, 5.2761], [-3.6891, 1.2239, 1.8850], [-3.9604, 1.6439, 1.0688], [-3.4744, 0.3258, 1.6330], [0.0278, -3.7469, 2.9106], [0.7216, -4.4056, 2.8801], [0.3470, -3.0908, 3.5303], [-2.7676, -3.6329, 1.5275], [-2.7939, -3.8505, 0.5957], [-1.8577, -3.7839, 1.7836], [4.4477, -0.7399, 1.8426], [3.6787, -0.9602, 1.3171], [4.6153, 0.1822, 1.6480], [0.9024, -4.1996, -4.6607], [1.4701, -3.7968, -3.2748], [1.0433, -2.6518, -2.6751], [-0.3936, -4.5664, -4.6847], [1.4248, -5.0645, -5.0697], [1.0284, -3.3545, -5.3374], [2.5230, -3.5421, -3.3958], [1.3244, -4.5477, -2.4983], [0.0846, -2.6413, -2.7230], [-0.5302, -5.4851, -4.4420], [-0.4115, -0.7367, 1.9996], [0.9681, -0.8346, 1.1295], [1.4416, -2.0722, 0.6846], [-0.2625, -0.9617, 3.4383], [-1.1679, -1.4731, 1.7284], [-0.8977, 0.2327, 1.8900], [1.7778, -0.3362, 1.6625], [0.8040, -0.2418, 0.2296], [0.7903, -2.5536, 0.1691], [-1.1550, -0.8074, 3.7563], [5.2643, -5.3345, -0.8230], [4.4387, -4.0591, -0.6675], [3.4434, -4.1169, 0.2575], [5.4701, -5.8358, -2.0800], [4.7115, -6.0781, -0.2489], [6.2121, -5.4226, -0.2920], [4.0462, -3.5414, -1.5427], [5.1000, -3.2406, -0.3833], [3.0622, -3.2381, 0.3201], [6.3169, -6.2880, -2.0872], [-0.4206, -5.7040, -0.0890], [-0.0622, -7.2208, 0.0660], [-0.2572, -8.0759, -1.0847], [-1.7156, -5.5423, -0.6145], [0.3607, -5.3471, -0.7600], [-0.2394, -5.2385, 0.8797], [-0.6961, -7.6004, 0.8674], [1.0092, -7.3524, 0.2174], [-0.1197, -8.9333, -0.6752], [-1.6042, -5.5398, -1.5680], [-3.7926, 0.5261, 6.8972], [-3.4619, 1.3684, 5.6763], [-4.5822, 1.7104, 4.8824], [-4.6439, 1.0994, 7.8462], [-2.9682, 0.1757, 7.5183], [-4.1768, -0.4284, 6.5377], [-2.7819, 0.8526, 4.9984], [-2.9163, 2.2295, 6.0623], [-4.4641, 1.0912, 4.1584], [-5.5141, 1.1774, 7.4482]], "atomic_forces_ev_per_a": [[-0.73, -0.91, -1.19], [-0.49, 0.97, 2.72], [2.97, 1.54, -1.38], [-1.12, -1.64, 0.27], [-0.87, 1.10, -0.40], [-0.41, -0.59, 1.07], [0.52, 1.22, 0.57], [0.66, 1.63, -0.37], [-0.60, -0.59, 1.15], [0.08, 0.37, 0.12], [0.52, 0.46, 0.29], [-0.20, -0.05, -0.05], [0.46, -0.12, -0.26], [-0.68, -1.16, -0.06], [-0.15, 0.06, -0.26], [0.28, 0.09, -0.14], [0.35, -0.66, 0.51], [0.35, -0.05, -0.63], [-0.02, -0.10, 0.20], [0.06, -0.57, -0.58], [-0.37, -0.09, 0.15], [-0.13, 0.04, -0.21], [-0.18, -0.44, -0.58], [-0.31, -0.55, -0.92], [1.53, 0.16, 1.84], [0.75, 1.00, 0.37], [-0.17, -0.82, -0.05], [-1.61, 0.41, -0.28], [0.49, -0.49, -0.49], [-2.17, 0.77, 1.86], [2.59, -0.21, -1.24], [-1.30, 0.61, 0.34], [1.02, -0.54, -2.23], [-0.06, -0.38, -0.29], [-0.75, -0.84, -0.14], [-0.30, 0.63, 0.01], [-0.32, -0.63, 0.07], [0.22, 0.31, -0.91], [0.15, -0.35, -0.29], [0.10, 0.46, 0.33], [0.72, -0.05, -0.20], [0.34, 0.95, 0.05], [0.05, -0.65, 0.10], [0.04, -1.22, 0.26], [-0.13, 0.55, 0.18], [-1.02, 0.99, 0.67], [-0.07, -0.82, -0.47], [-0.09, 0.10, 0.53], [0.03, 0.68, -0.02], [-0.26, -0.02, -0.31], [0.29, -0.64, 0.40], [-0.04, 0.45, 0.19], [-0.03, -0.22, -0.53], [0.17, -0.12, 0.18], [0.13, 0.73, 0.85], [-0.11, -0.02, -0.18], [-0.14, -0.69, -0.56], [-0.33, -0.50, -0.08], [0.22, -0.22, -0.13], [-0.08, 0.69, 0.10], [-0.52, 0.46, 0.57], [0.05, -0.61, -0.72], [0.65, -0.07, 0.25], [0.27, -0.15, 0.15], [-0.29, -0.18, -0.16], [0.03, 0.31, -0.05], [2.12, 0.21, 0.61], [1.30, -1.27, -0.60], [-1.46, 2.46, 0.18], [-3.38, 0.07, 0.11], [1.13, 0.23, 0.12], [0.06, 0.10, -0.07], [0.43, -0.95, -0.26], [0.35, -1.03, -0.52], [-0.66, 0.24, 0.28], [0.15, -0.03, 0.18], [1.02, -0.90, 0.14], [-2.08, 1.01, 0.52], [0.70, -0.67, 0.85], [0.75, 0.32, -0.74], [0.35, -0.13, -0.87], [0.46, 0.26, -0.40], [-0.14, -0.15, 0.34], [-0.38, 0.42, 0.04], [-0.40, 0.08, -0.25], [-0.16, -0.16, 0.40], [-0.94, -1.04, 2.34], [2.15, 2.27, -1.34], [-1.28, -1.30, 1.51], [0.13, -0.10, -2.37], [-0.68, -0.18, 0.18], [0.26, 1.28, 0.28], [-0.04, -1.18, -1.16], [0.85, 0.03, 0.51], [-0.47, 0.16, 0.26], [-0.14, 0.07, -0.15], [1.30, -2.29, -0.99], [-0.20, 0.34, -0.07], [-0.54, 0.72, 0.10], [0.13, 0.38, 0.74], [-0.16, 0.62, -0.17], [-0.52, 0.11, 0.00], [0.26, -0.16, 0.32], [0.10, 0.57, 1.04], [-0.09, -0.33, -0.48], [-0.30, 0.11, -0.43], [0.13, -1.67, -0.26], [0.90, 0.20, 0.71], [0.06, -0.19, 0.61], [-0.67, 0.62, 0.13], [0.80, 0.56, -0.48], [-0.58, -0.16, -0.19], [0.42, -0.33, 0.44], [-0.27, 0.58, -0.35], [-0.67, 0.31, -0.69], [-0.13, 0.16, -0.07]], "mulliken_charge": [-0.517, -0.388, -0.709, -0.420, -0.243, -0.597, -0.594, 0.125, -1.120, 0.150, 0.342, 0.234, 0.449, 0.256, 0.376, 0.379, 0.018, 0.389, 0.130, 0.310, 0.578, 0.214, 0.387, 0.264, -0.560, -0.353, -0.901, -0.590, -0.181, -0.817, -0.045, -0.376, -0.152, 0.244, 0.223, 0.249, 0.390, 0.435, 0.321, 0.398, 0.254, 0.364, 0.378, 0.090, 0.241, 0.469, -0.181, 0.034, -0.389, 0.224, 0.144, -0.581, 0.237, 0.307, -0.581, 0.191, 0.348, -0.367, 0.154, 0.250, -0.602, 0.165, 0.217, -0.626, 0.238, 0.336, -1.160, 0.421, -0.372, -0.186, 0.350, 0.287, 0.141, -0.095, 0.142, 0.193, 0.591, -0.109, 0.082, -0.558, -0.372, -0.439, 0.384, -0.122, -0.010, 0.296, -0.698, 0.323, -0.441, -0.513, 0.268, 0.397, 0.082, 0.180, 0.171, 0.322, 1.173, -0.780, -0.453, -0.050, -0.612, -0.536, 0.357, 0.317, 0.334, 0.098, -0.416, 0.221, -0.543, -0.539, 0.336, 0.238, -0.207, 0.264, 0.320, 0.312], "homo_energy_ev": [0.0, -7.2], "charge": -1, "multiplicity": 2}

Entry 2:
{"formula": "C11H19Cl2CuO7", "method": "the ωB97M-V functional and the def2-TZVPD basis", "elements": ["Cu", "C", "O", "H", "H", "H", "C", "C", "C", "O", "C", "O", "O", "H", "H", "H", "H", "H", "H", "C", "C", "C", "O", "C", "O", "O", "H", "H", "H", "H", "H", "H", "Cl", "C", "C", "Cl", "H", "H", "H", "H"], "xyz": [[-0.4754, -2.1404, 5.1153], [0.5261, -0.9929, 2.1709], [0.1912, -1.9301, 3.0840], [-0.3898, -0.6719, 1.6202], [0.7315, -0.0258, 2.6582], [1.2609, -1.2826, 1.4197], [0.9818, 3.1571, -1.5722], [2.1144, 3.4131, -0.6122], [2.2341, 2.3298, 0.5123], [3.6276, 2.1896, 0.6244], [4.2400, 2.6067, -0.5191], [5.3554, 2.3907, -0.8072], [3.3744, 3.3223, -1.2426], [1.1030, 3.7061, -2.5068], [0.0244, 3.4962, -1.1754], [0.9050, 2.0957, -1.8128], [2.0333, 4.3837, -0.1192], [1.6810, 1.4147, 0.2848], [1.8308, 2.7479, 1.4348], [0.9556, -3.5423, -1.2872], [-0.4792, -3.4806, -1.7492], [-1.3290, -2.4375, -1.0221], [-2.0089, -1.7768, -2.0441], [-1.5140, -2.0913, -3.2537], [-1.9152, -1.5912, -4.2645], [-0.5807, -3.0415, -3.1409], [1.5044, -4.2691, -1.8849], [1.0114, -3.8295, -0.2334], [1.4990, -2.5962, -1.3437], [-0.9371, -4.4689, -1.7801], [-0.6566, -1.7986, -0.4397], [-2.0424, -2.9218, -0.3512], [-4.9043, 0.7747, 0.7821], [-3.5555, 0.3383, 1.8313], [-2.6002, 1.5120, 1.9774], [-1.6527, 1.7182, 0.4576], [-3.1166, -0.5848, 1.4524], [-3.9743, 0.0605, 2.8021], [-1.9235, 1.3683, 2.8195], [-3.1301, 2.4482, 2.1151]], "atomic_forces_ev_per_a": [[0.32, 0.13, -0.98], [-0.19, 1.00, 0.25], [-0.20, -0.43, 0.66], [-0.26, -0.24, -0.06], [0.32, -0.04, -0.04], [0.04, -0.32, 0.17], [-0.19, 0.20, -0.42], [-0.70, -0.71, 0.92], [-0.52, 1.66, -0.28], [0.24, -0.98, 0.45], [-0.74, 0.25, 0.31], [0.97, -0.25, -0.09], [-0.01, 0.20, -0.83], [0.22, -0.01, 0.05], [0.07, -0.09, 0.25], [0.03, 0.00, -0.05], [0.04, 0.14, -0.26], [0.42, -0.24, -0.23], [0.11, -0.17, 0.15], [0.32, -0.15, -0.05], [0.01, 0.14, -0.90], [0.32, -1.10, 0.35], [-0.56, 0.88, 0.69], [-0.63, 0.44, -1.39], [0.63, -0.53, 0.80], [0.62, -0.10, 0.48], [0.06, -0.03, 0.14], [-0.18, -0.29, -0.06], [-0.33, 0.16, -0.32], [0.03, -0.05, 0.42], [-0.25, 0.43, -0.19], [-0.04, 0.19, 0.00], [-0.16, -0.08, -0.18], [-0.25, 0.01, 0.52], [-0.01, -0.37, -0.42], [0.14, -0.17, 0.41], [0.33, 0.27, -0.26], [-0.04, 0.32, 0.05], [0.17, -0.03, -0.13], [-0.15, -0.05, 0.09]], "mulliken_charge": [0.820, -0.075, -0.365, -0.041, 0.287, 0.342, -1.281, 0.584, -0.108, -0.368, 0.599, -0.483, -0.370, 0.361, 0.258, 0.310, 0.274, -0.030, 0.259, -1.387, 0.471, 0.095, -0.322, 0.608, -0.526, -0.361, 0.375, 0.342, 0.331, 0.259, -0.195, 0.302, -0.149, -0.192, -0.667, -0.093, 0.102, 0.336, 0.245, 0.453], "homo_energy_ev": [-13.0, -13.0], "charge": 1, "multiplicity": 2}

Entry 3:
{"formula": "C3H5NO4", "method": "the ωB97M-V functional and the def2-TZVPD basis", "elements": ["C", "C", "C", "H", "H", "H", "H", "H", "N", "O", "O", "O", "O"], "xyz": [[2.1583, -0.7119, 0.0651], [0.8976, 0.1072, 0.0684], [-2.5283, -0.4117, -0.2446], [3.3061, 0.8024, 0.2686], [2.2790, -1.2181, 1.1079], [1.9334, -1.3773, -0.6617], [-1.1628, 1.0220, 0.5434], [-2.3740, -1.4842, -0.6816], [-1.4270, 0.0635, 0.3915], [3.3020, -0.0100, -0.2966], [0.8657, 1.3299, -0.0681], [-0.2654, -0.5661, 0.1951], [-3.5471, 0.2349, -0.1617]], "atomic_forces_ev_per_a": [[0.10, 0.75, 3.54], [-1.35, 3.98, -0.25], [-0.56, -0.44, 0.13], [0.18, -0.76, -0.85], [-0.40, 0.58, -1.75], [-0.09, -2.86, -2.16], [-1.14, 0.88, -0.06], [-0.34, 1.72, 0.51], [0.50, 1.44, 0.41], [-0.31, 1.25, 0.86], [0.34, -1.76, 0.55], [3.06, -3.98, -0.26], [0.00, -0.79, -0.68]], "mulliken_charge": [-0.417, 0.720, 0.147, 0.325, 0.263, 0.333, 0.289, 0.283, -0.101, -0.490, -0.609, -0.214, -0.529], "homo_energy_ev": -10.1, "charge": 0, "multiplicity": 1, "e_above_lowest_kj_mol": 308.4}

Entry 4:
{"formula": "CH3NO3", "method": "the ωB97M-V functional and the def2-TZVPD basis", "elements": ["C", "N", "O", "O", "O", "H", "H", "H"], "xyz": [[0.4736, -0.9423, 0.2041], [0.0424, 0.1604, 0.5441], [-0.3300, 1.2079, 0.9808], [-1.7624, 2.0458, -0.3627], [-1.8137, 1.0689, -1.2999], [0.1547, -1.1430, -0.8093], [1.1110, -1.5809, 0.8554], [-0.9598, 2.6389, -0.7121]], "atomic_forces_ev_per_a": [[0.52, -1.02, -0.28], [-0.89, 1.73, 0.31], [1.33, -0.49, 1.68], [1.42, 1.00, -3.44], [-0.01, 0.96, 1.21], [0.39, -1.09, -0.20], [-0.43, 0.39, -0.52], [-2.33, -1.49, 1.24]], "mulliken_charge": [-0.317, 0.378, -0.489, -0.194, -0.279, 0.250, 0.258, 0.392], "homo_energy_ev": [-10.2, -8.3], "charge": 0, "multiplicity": 1, "e_above_lowest_kj_mol": 684.7}

| no. | F_max (eV/A) |
| --- | --- |
| 1 | 3.623 |
| 2 | 1.761 |
| 3 | 5.027 |
| 4 | 3.851 |